<a>
Density functional theory data (the ωB97M-V functional and the def2-TZVPD basis) for one molecule with the formula C4H6N2O2.

Its orbital gap is 8.527 eV. The LUMO energy comes out at -1.05 eV. For the HOMO energy, the calculation gives -0.352 Eh. Its SMILES is C=N/N=C(/C=O)OC.

```
! wB97M-V def2-TZVPD RIJCOSX def2/J DEFGRID3
* xyz 0 1
C -0.171 2.032 0.048
C -0.939 -0.393 0.097
C -2.031 -1.169 -0.041
C 2.419 -0.895 -0.059
H 0.794 1.618 -0.529
H -1.096 2.731 -0.346
H -0.010 2.055 1.149
H -1.742 -2.326 0.289
H 2.463 -2.019 -0.622
H 3.378 -0.179 0.058
N 0.102 -1.147 -0.078
N 1.265 -0.432 0.226
O -1.183 0.877 -0.243
O -3.248 -0.752 0.050
*
```

Atomic partial charges in e from the natural (NBO) method, atoms 1 to 2: -0.30 0.41

***

<b>
Density functional theory data (the ωB97M-V functional and the def2-TZVPD basis) for one molecule with the formula C4H6N2O2.

Its orbital gap is 9.396 eV. The LUMO energy comes out at 0.33 eV. For the HOMO energy, the calculation gives -0.333 Eh. Its SMILES is Cn1c(=O)ccn1O.

```
! wB97M-V def2-TZVPD RIJCOSX def2/J DEFGRID3
* xyz 0 1
C 0.483 1.840 0.205
C -0.772 -1.536 0.269
C 0.503 -1.783 -0.004
C 1.206 -0.505 -0.136
H 0.313 2.030 1.284
H -0.086 2.565 -0.377
H 1.557 1.958 0.023
H -2.043 -0.068 -1.247
H -1.658 -2.121 0.530
H 1.030 -2.732 -0.159
N 0.193 0.488 -0.162
N -1.005 -0.141 0.305
O -2.144 0.274 -0.336
O 2.423 -0.269 -0.196
*
```

Atomic partial charges in e from the natural (NBO) method, atoms 1 to 2: -0.43 -0.01

***

<c>
Density functional theory data (the ωB97M-V functional and the def2-TZVPD basis) for one molecule with the formula C4H6N2O2.

Its orbital gap is 9.896 eV. The LUMO energy comes out at 0.73 eV. For the HOMO energy, the calculation gives -0.337 Eh. Its SMILES is CCn1ncc(=O)o1.

```
! wB97M-V def2-TZVPD RIJCOSX def2/J DEFGRID3
* xyz 0 1
C 2.192 0.192 0.977
C 1.972 -0.512 -0.394
C -0.899 1.243 -0.090
C -1.500 -0.069 0.127
H 3.163 -0.040 1.355
H 1.562 -0.159 1.657
H 1.944 1.386 0.644
H 2.517 0.043 -1.146
H 2.209 -1.600 -0.174
H -1.404 2.283 0.069
N 0.468 -0.282 -0.685
N 0.234 0.877 -0.558
O -2.630 -0.432 0.465
O -0.556 -0.969 -0.143
*
```

Atomic partial charges in e from the natural (NBO) method, atoms 1 to 2: -0.61 -0.22

***

What is the stability order? It is <b>, <c>, <a>, from most stable to least stable.

***

<a>
Density functional theory data (the ωB97M-V functional and the def2-TZVPD basis) for a 2-piece molecular cluster, C5H11O2 overall.

Its orbital gap is 7.636 eV. The LUMO energy comes out at 3.75 eV. For the HOMO energy, the calculation gives -0.143 Eh.

```
! wB97M-V def2-TZVPD RIJCOSX def2/J DEFGRID3
* xyz -1 1
C -1.645 -1.855 0.630
C -0.222 -2.493 0.927
O -0.189 -3.189 2.009
O 0.616 -2.251 0.060
H -2.039 -1.017 1.230
H -2.366 -2.608 0.741
H -1.705 -1.575 -0.430
C 0.512 1.881 -0.793
C -0.005 0.473 -1.081
C 1.436 1.976 0.408
H 1.049 2.286 -1.626
H -0.365 2.532 -0.718
H 0.334 0.052 -2.115
H -1.068 0.224 -0.919
H 2.266 1.257 0.253
H 1.871 2.979 0.551
H 0.509 -0.148 -0.397
H 1.014 1.477 1.270
*
```

Atomic partial charges in e from the natural (NBO) method, atoms 1 to 2: -0.75 0.78

***

<b>
Density functional theory data (the ωB97M-V functional and the def2-TZVPD basis) for a 2-piece molecular cluster, C5H11O2 overall.

Its orbital gap is 7.513 eV. The LUMO energy comes out at 3.91 eV. For the HOMO energy, the calculation gives -0.133 Eh.

```
! wB97M-V def2-TZVPD RIJCOSX def2/J DEFGRID3
* xyz -1 1
C -1.036 -1.552 1.065
C 0.082 -2.212 0.107
C -0.890 0.025 1.087
O -0.165 0.337 1.964
O -1.562 0.644 0.273
H -2.095 -1.862 0.834
H -1.074 -1.973 2.025
H -0.414 -3.186 -0.177
H 1.060 -2.467 0.613
H -0.011 -1.609 -0.869
C 1.631 1.724 -2.566
C 1.391 1.161 -1.176
H 1.393 2.718 -2.799
H 2.691 1.808 -2.805
H 1.205 0.919 -3.302
H 2.186 1.519 -0.606
H 0.553 1.242 -0.619
H 1.257 0.168 -1.297
*
```

Atomic partial charges in e from the natural (NBO) method, atoms 1 to 2: -0.52 -0.64

***

What is the stability order? It is <a>, <b>, from most stable to least stable.

***

<a>
Density functional theory data (the ωB97M-V functional and the def2-TZVPD basis) for a 2-piece molecular cluster, C5H11O2 overall.

Its orbital gap is 7.592 eV. The LUMO energy comes out at 3.82 eV. For the HOMO energy, the calculation gives -0.139 Eh.

```
! wB97M-V def2-TZVPD RIJCOSX def2/J DEFGRID3
* xyz -1 1
C -0.953 -0.074 0.275
C -2.400 -0.540 0.042
C -0.552 0.227 1.709
H -0.282 -0.857 -0.074
H -0.669 0.745 -0.403
H -3.166 0.205 0.302
H -2.554 -1.527 0.467
H -0.876 -0.577 2.330
H 0.539 0.189 1.730
H -2.556 -0.678 -1.057
H -0.791 1.253 1.974
C 1.850 0.764 -1.478
C 2.235 -0.440 -0.408
O 1.907 -1.545 -0.870
O 2.921 -0.102 0.572
H 0.969 1.224 -1.052
H 1.785 0.192 -2.410
H 2.592 1.538 -1.648
*
```

Atomic partial charges in e from the natural (NBO) method, atoms 1 to 2: -0.42 -0.61

***

<b>
Density functional theory data (the ωB97M-V functional and the def2-TZVPD basis) for a 2-piece molecular cluster, C5H11O2 overall.

Its orbital gap is 7.352 eV. The LUMO energy comes out at 3.54 eV. For the HOMO energy, the calculation gives -0.140 Eh.

```
! wB97M-V def2-TZVPD RIJCOSX def2/J DEFGRID3
* xyz -1 1
C -1.374 1.184 -2.322
C -1.139 -0.167 -3.020
C -0.289 1.522 -1.301
H -1.572 1.991 -3.042
H -2.335 1.082 -1.816
H -1.346 -0.963 -2.297
H -0.115 -0.312 -3.370
H -0.086 0.635 -0.713
H 0.618 1.724 -1.875
H -1.821 -0.262 -3.870
H -0.576 2.356 -0.675
C 0.142 -1.687 1.148
C 0.837 -0.546 1.941
O 0.105 0.436 2.217
O 2.042 -0.718 2.205
H -0.093 -1.306 0.159
H -0.766 -2.025 1.644
H 0.851 -2.513 1.013
*
```

Atomic partial charges in e from the natural (NBO) method, atoms 1 to 2: -0.39 -0.61

***

<c>
Density functional theory data (the ωB97M-V functional and the def2-TZVPD basis) for a 2-piece molecular cluster, C5H11O2 overall.

Its orbital gap is 7.665 eV. The LUMO energy comes out at 3.82 eV. For the HOMO energy, the calculation gives -0.141 Eh.

```
! wB97M-V def2-TZVPD RIJCOSX def2/J DEFGRID3
* xyz -1 1
C 0.039 -2.485 1.533
C 1.197 -1.535 1.303
C -1.253 -1.988 0.866
H 0.255 -3.535 1.307
H -0.021 -2.584 2.631
H 2.168 -2.012 1.467
H 1.036 -0.586 1.802
H -1.111 -0.977 0.494
H -1.723 -2.750 0.254
H 1.236 -1.281 0.236
H -2.040 -1.914 1.630
C -1.316 1.627 -1.271
C 0.217 1.682 -0.953
O 0.627 2.797 -0.566
O 0.890 0.663 -1.226
H -1.561 2.415 -1.973
H -1.869 1.530 -0.326
H -1.516 0.620 -1.629
*
```

Atomic partial charges in e from the natural (NBO) method, atoms 1 to 2: -0.40 -0.63

***

What is the stability order? It is <b>, <a>, <c>, from most stable to least stable.

***

<a>
Density functional theory data (the ωB97M-V functional and the def2-TZVPD basis) for a 2-piece molecular cluster, C5H11O2 overall.

Its orbital gap is 7.371 eV. The LUMO energy comes out at 3.55 eV. For the HOMO energy, the calculation gives -0.140 Eh.

```
! wB97M-V def2-TZVPD RIJCOSX def2/J DEFGRID3
* xyz -1 1
C 2.012 0.626 -1.416
C 1.284 2.060 -1.761
O 1.842 3.033 -1.145
O 0.255 2.128 -2.415
H 2.579 0.895 -0.429
H 2.621 0.222 -2.156
H 1.324 -0.160 -1.086
C -0.713 -0.439 1.304
C -1.280 -1.870 1.687
C -1.151 0.066 -0.164
H -1.189 0.154 2.086
H 0.308 -0.512 1.502
H -2.358 -1.994 1.580
H -1.055 -2.003 2.777
H -2.161 0.570 -0.017
H -0.468 0.849 -0.775
H -0.747 -2.709 1.178
H -1.103 -0.915 -0.750
*
```

Atomic partial charges in e from the natural (NBO) method, atoms 1 to 2: -0.76 0.77

***

<b>
Density functional theory data (the ωB97M-V functional and the def2-TZVPD basis) for a 2-piece molecular cluster, C5H11O2 overall.

Its orbital gap is 6.841 eV. The LUMO energy comes out at 3.76 eV. For the HOMO energy, the calculation gives -0.113 Eh.

```
! wB97M-V def2-TZVPD RIJCOSX def2/J DEFGRID3
* xyz -1 1
C 0.713 1.175 -0.282
O 1.909 1.750 -0.414
C 0.604 -0.301 -0.826
C -0.848 -0.816 -0.828
C -1.925 -0.166 -0.043
C -2.601 -0.834 0.904
H 0.393 1.068 0.806
H -0.157 1.725 -0.731
H 1.279 -0.870 -0.188
H 1.065 -0.395 -1.815
H -1.182 -0.976 -1.864
H -0.801 -1.862 -0.488
H -2.315 0.830 -0.212
H -2.348 -1.776 1.364
H -3.503 -0.357 1.283
H 3.193 0.403 1.873
H 2.907 0.929 0.441
O 3.615 0.475 1.018
*
```

Atomic partial charges in e from the natural (NBO) method, atoms 1 to 2: 0.01 -0.92

***

What is the stability order? It is <a>, <b>, from most stable to least stable.

***

<a>
Density functional theory data (the ωB97M-V functional and the def2-TZVPD basis) for a 2-piece molecular cluster, C5H7NO overall.

Its orbital gap is 10.256 eV. The LUMO energy comes out at 1.08 eV. For the HOMO energy, the calculation gives -0.337 Eh.

```
! wB97M-V def2-TZVPD RIJCOSX def2/J DEFGRID3
* xyz 0 1
O 1.817 0.375 2.693
C 1.647 1.414 2.268
C 0.342 0.940 -1.096
C 0.058 -0.495 -1.261
C -0.136 -1.182 0.083
C -1.198 -0.093 0.352
N -1.047 0.489 -1.017
H 0.831 1.301 -0.191
H 0.553 1.523 -1.988
H 0.167 -1.000 -2.218
H 0.737 -1.235 0.742
H -0.577 -2.178 -0.007
H -0.985 0.625 1.153
H -2.209 -0.484 0.487
*
```

Atomic partial charges in e from the natural (NBO) method, atoms 1 to 2: -0.50 0.51

***

<b>
Density functional theory data (the ωB97M-V functional and the def2-TZVPD basis) for C5H7NO as an isolated structure.

Its orbital gap is 9.170 eV. The LUMO energy comes out at 0.21 eV. For the HOMO energy, the calculation gives -0.329 Eh.

```
! wB97M-V def2-TZVPD RIJCOSX def2/J DEFGRID3
* xyz 0 1
O -0.889 2.289 0.659
C 0.276 1.197 -0.624
C 0.982 0.126 0.137
C -0.350 -0.576 0.510
C 0.189 -1.871 -0.064
N 0.775 -0.861 -1.031
C -0.523 -0.026 -0.927
H -0.325 2.713 1.328
H -0.218 2.347 -0.289
H 1.926 0.150 0.684
H -0.988 -0.324 1.359
H 0.950 -2.417 0.504
H -0.515 -2.563 -0.537
H -1.343 -0.186 -1.629
*
```

Atomic partial charges in e from the natural (NBO) method, atoms 1 to 2: -0.91 0.07

***

What is the stability order? It is <a>, <b>, from most stable to least stable.

***

<a>
Density functional theory data (the ωB97M-V functional and the def2-TZVPD basis) for C5H7NO as an isolated structure.

Its orbital gap is 9.797 eV. The LUMO energy comes out at 0.02 eV. For the HOMO energy, the calculation gives -0.359 Eh.

```
! wB97M-V def2-TZVPD RIJCOSX def2/J DEFGRID3
* xyz 0 1
C 0.333 -1.285 0.014
C 1.726 -1.055 0.045
C 2.139 0.328 -0.097
C 1.165 1.389 -0.009
C -0.243 1.052 0.161
H -4.048 0.509 0.595
H -2.380 -0.640 0.049
H 0.082 -2.370 -0.215
H 2.569 -1.676 -0.507
H 3.220 0.355 -0.144
H 1.387 2.477 -0.400
H -1.108 1.706 -0.225
N -0.572 -0.327 0.324
O -3.306 -0.081 -0.263
*
```

Atomic partial charges in e from the natural (NBO) method, atoms 1 to 2: 0.05 -0.27

***

<b>
Density functional theory data (the ωB97M-V functional and the def2-TZVPD basis) for one molecule with the formula C5H7NO.

Its orbital gap is 10.062 eV. The LUMO energy comes out at 0.94 eV. For the HOMO energy, the calculation gives -0.335 Eh. Its SMILES is [H]/N=C/[C@@H]1C(=O)[C@H]1C.

```
! wB97M-V def2-TZVPD RIJCOSX def2/J DEFGRID3
* xyz 0 1
C -1.973 0.711 -0.015
C -0.668 0.047 -0.399
C 0.506 0.037 0.632
C 1.894 0.011 0.104
N 2.125 -0.314 -1.103
C -0.299 -1.181 0.285
O -0.459 -2.348 0.493
H -1.910 1.801 -0.101
H -2.238 0.461 1.018
H -2.783 0.351 -0.657
H -0.325 0.154 -1.428
H 0.341 0.523 1.593
H 2.681 0.227 0.837
H 3.127 -0.350 -1.286
*
```

Atomic partial charges in e from the natural (NBO) method, atoms 1 to 2: -0.60 -0.32

***

<c>
Density functional theory data (the ωB97M-V functional and the def2-TZVPD basis) for one molecule with the formula C5H7NO.

Its orbital gap is 10.439 eV. The LUMO energy comes out at 0.28 eV. For the HOMO energy, the calculation gives -0.373 Eh. Its SMILES is C/C=C(\C#N)CO.

```
! wB97M-V def2-TZVPD RIJCOSX def2/J DEFGRID3
* xyz 0 1
C -1.815 -0.791 0.213
C -0.467 -0.344 0.684
C 0.261 0.631 0.115
C 1.770 0.527 0.209
O 2.138 -0.484 -0.713
C -0.326 1.450 -0.922
N -0.838 2.083 -1.744
H -2.627 -0.383 0.821
H -1.885 -1.886 0.233
H -1.961 -0.466 -0.821
H 0.028 -0.938 1.458
H 1.420 -1.133 -0.673
H 2.312 1.426 -0.091
H 2.070 0.252 1.232
*
```

Atomic partial charges in e from the natural (NBO) method, atoms 1 to 2: -0.67 -0.09

***

What is the stability order? It is <c>, <b>, <a>, from most stable to least stable.